No. 1
The following is a quantum chemistry calculation of a cluster of 18 separate species, C64H178N14O18 in total, from OMol25.

Its spin multiplicity is 1. As for the HOMO-LUMO gap: 9.0 eV. As for the HOMO energy: -0.3190 hartree.

Each line ends with the Mulliken charge.
Geometry (Å):
H -7.664 -9.273 12.828  0.33
H 0.451 6.119 19.018  0.42
H -1.031 -6.232 17.915  -0.09
H -3.187 -7.934 14.309  0.28
N -1.913 4.044 18.045  -0.47
H -5.528 -6.152 13.504  0.42
H -2.115 0.127 24.108  0.38
H -3.398 -3.201 16.265  0.47
H -1.500 -4.867 18.866  0.38
C -6.518 0.135 13.793  0.14
O -3.108 1.800 19.063  -0.52
H 4.670 -5.619 20.765  0.36
H 0.314 2.358 17.803  0.29
H 0.029 -8.556 15.254  0.30
H 3.102 -3.460 20.143  0.21
O 5.742 -5.618 9.594  -0.37
C -3.242 -3.673 22.154  -0.29
H 5.091 -10.344 16.211  0.47
H 2.337 2.981 11.264  0.66
H 3.093 -6.089 15.213  0.08
H -9.003 -9.005 13.950  0.28
H -0.962 3.727 7.550  0.40
H -2.062 -6.645 7.672  0.29
H -2.940 -3.969 10.300  0.52
H -4.129 1.450 17.255  0.55
O -0.866 -0.548 22.121  -0.39
C -2.768 0.870 23.650  -1.61
H -1.641 -4.724 24.054  0.23
H 7.559 -7.391 9.775  0.32
C 0.948 -8.417 15.823  -0.74
C -1.247 -7.927 9.113  1.91
C 3.331 -3.307 14.742  -1.30
H 5.804 -0.866 11.200  0.21
H -6.806 -1.289 14.716  0.28
H -6.347 1.568 15.415  0.48
H -1.294 -3.398 10.384  -0.31
O -0.975 2.222 14.265  -0.38
H -4.980 0.431 15.470  0.02
C -2.059 -3.755 9.695  -0.25
H -3.652 2.514 22.168  0.27
C 0.037 3.512 7.931  -0.94
H 0.926 -6.169 20.705  0.13
H -3.170 -8.851 8.893  0.43
H -1.605 1.022 16.766  0.01
H 2.872 -1.282 10.546  0.18
H -2.420 1.546 12.934  0.27
C 6.653 -7.513 7.389  -1.39
H -0.727 1.133 20.925  0.36
H -4.376 2.901 11.409  0.19
H -5.963 -6.326 15.775  0.20
C 0.120 1.667 13.618  -0.14
H 0.462 4.329 13.745  0.21
H 6.350 -4.697 7.908  0.32
H 2.617 -3.546 15.530  -0.13
H -2.289 -3.144 22.159  -0.26
H 6.022 1.500 11.822  0.29
H -4.489 -6.222 21.554  0.26
H -1.839 -0.310 18.029  -0.42
H 6.942 -0.656 13.769  0.18
C -0.359 5.835 18.346  -0.99
H -0.430 4.011 19.484  0.03
H 4.104 2.917 13.474  0.36
N 3.804 -11.699 14.646  -0.80
C 2.845 -5.440 19.605  0.54
H 5.016 -1.081 12.648  -0.20
C 3.275 -10.484 15.154  0.75
H -2.812 -6.234 14.119  0.18
C 1.912 -2.654 9.148  -0.49
H 8.973 -0.321 13.076  0.38
C -1.861 -5.549 18.096  -0.57
C -1.477 0.596 21.505  -0.28
H -3.864 -7.158 22.959  0.49
H 2.089 -8.005 10.734  0.35
H 1.156 -3.428 9.280  0.17
H 4.252 -3.095 15.285  0.35
H 4.044 -12.306 15.416  0.27
H 0.657 -2.826 13.064  -0.31
H -2.123 0.182 20.731  0.04
C -5.015 -6.906 14.100  0.42
H 5.618 -4.867 11.560  0.17
H 1.397 3.829 17.914  0.50
H 8.851 -6.616 9.416  0.31
H -1.336 8.024 17.408  0.33
H -2.676 2.356 20.808  0.41
H 0.450 3.005 7.059  0.39
N 1.043 5.634 6.914  -0.74
C 0.432 3.424 17.607  -1.40
H -0.110 0.739 13.094  0.34
O 1.645 -1.722 8.197  -0.45
H 0.273 -1.577 15.261  -0.18
H -2.762 2.608 18.677  0.25
H -1.970 -5.526 22.171  -0.34
C -2.588 -8.370 9.679  -1.68
H 2.233 -1.790 7.442  0.29
H 0.663 6.769 9.104  0.44
H 7.108 1.932 13.104  0.45
H 2.850 -4.444 21.370  0.22
H 4.031 -0.566 14.844  0.40
H 2.675 -10.861 15.983  0.23
C -0.358 -2.465 15.260  0.16
H -4.197 0.325 18.508  0.26
H -2.627 -6.119 24.207  0.23
H -4.875 -5.911 23.258  0.52
H -2.348 4.851 18.468  0.31
C 3.003 -0.897 14.700  -0.96
N -4.996 -6.383 15.490  -0.59
H 1.382 1.334 11.151  -0.33
H 6.047 -8.222 7.953  0.29
H -0.146 0.922 8.219  0.34
H 0.460 3.603 16.533  0.21
H -2.657 -0.306 16.484  -0.04
C -4.077 -6.166 22.562  -1.98
C 0.719 2.617 12.615  1.48
H 1.836 -2.411 11.386  -0.49
H 4.279 -6.474 14.266  0.39
O 1.692 -7.548 19.266  -0.04
C -7.924 -9.137 13.878  -0.79
O -0.220 -2.496 12.854  -0.07
H -5.819 3.903 11.515  0.28
C 4.341 -5.805 19.743  -1.46
H -0.120 6.035 17.302  0.42
H 0.431 -9.128 18.907  0.16
H 7.224 -8.193 6.757  0.36
H -3.065 1.591 24.411  0.46
H -5.639 -8.624 12.989  0.50
H -2.372 -7.485 16.892  0.26
H -0.470 -2.509 21.474  0.21
C 0.317 5.740 9.199  -1.11
C 7.539 -6.464 8.093  0.30
H 2.568 -4.146 12.254  -0.96
H -5.886 2.524 10.550  0.34
C -2.196 1.645 13.996  -1.02
C 0.866 4.823 8.138  0.63
H 2.642 1.514 12.122  -0.25
H -3.205 -7.481 9.811  0.31
C 4.814 2.492 14.184  -0.95
C 4.408 -9.677 15.685  -1.49
O 2.934 -2.133 14.006  0.57
C -4.260 -2.147 20.518  -0.11
C 6.798 -0.217 12.781  0.55
N 3.947 -5.707 14.832  -0.64
C -0.650 1.479 9.009  -0.82
H -2.060 -6.865 20.462  -0.05
H -3.070 -3.331 7.980  0.39
C -3.024 -6.511 18.544  0.97
H 1.221 -8.126 12.230  -0.29
H -2.662 -1.867 9.017  0.20
H -2.389 8.398 18.780  0.24
H 1.685 4.541 12.566  0.21
O 2.125 -8.419 14.925  0.06
H 0.787 1.447 14.452  0.03
N 1.188 3.912 13.180  -0.69
N 2.590 -4.290 20.406  -0.48
H -3.422 -7.770 20.401  0.38
H -0.479 -2.225 8.182  0.23
C -2.645 -7.415 19.724  -1.72
C 1.835 2.135 11.734  -0.81
H 0.880 -7.468 16.354  0.18
H 0.305 -3.268 15.583  0.08
H 2.874 -9.574 13.358  0.47
H -4.158 -1.360 21.266  0.10
H 2.651 -5.159 18.570  0.11
H -1.103 -2.226 16.019  -0.32
O -5.981 2.188 12.615  -0.35
H 8.378 0.343 11.549  0.35
C -0.357 -1.464 21.187  -0.49
N 8.242 -7.325 9.034  -0.77
H 0.233 6.193 6.688  0.29
H 4.996 -5.342 19.006  0.36
H 0.693 -1.301 20.942  0.33
N -2.529 -5.171 23.874  -0.87
C -3.213 -3.859 17.114  -1.35
H 1.270 -9.155 20.419  0.39
C 6.805 -5.277 8.711  -0.79
C -2.323 -2.804 8.574  -0.40
H -4.219 -4.227 17.311  0.40
H -0.472 -9.877 8.728  0.30
H 2.694 -5.926 12.481  0.63
O -3.935 -3.508 20.914  -0.37
N -6.309 -1.231 13.838  -0.51
H -3.722 0.445 23.339  0.35
H 5.589 3.251 14.291  0.43
C -5.704 0.798 12.668  -0.42
C 3.679 -4.590 13.932  1.21
C -3.526 -7.010 13.840  -1.19
C 0.779 -8.483 19.714  -0.58
H 8.228 -5.975 7.405  0.37
H -7.543 0.485 13.677  0.34
C 5.419 -4.579 10.528  -0.36
C -2.935 -5.120 22.473  1.80
H 4.409 -6.866 19.499  0.30
H -6.999 -1.560 13.178  0.27
H 4.099 -8.885 16.367  0.22
H -1.554 -4.657 9.351  0.07
H 0.601 -7.112 10.979  0.20
C -5.462 2.873 11.492  -0.71
O -7.107 -7.990 14.241  -0.36
H 2.438 -0.041 14.332  -0.14
O 0.326 -9.146 10.537  -0.31
H -2.008 -8.212 19.343  0.50
H -0.851 -1.366 20.220  0.05
O 5.329 1.259 13.846  -0.08
H -0.609 8.350 18.947  0.31
H -6.020 0.434 11.690  0.54
C -5.807 -8.215 13.985  -0.95
H 4.358 2.403 15.170  0.19
C 1.868 -6.534 20.296  -0.61
H 0.982 -9.197 16.584  0.18
H 3.151 -12.307 14.173  0.24
N -1.530 -7.503 7.684  -0.92
H -0.771 5.800 9.245  0.31
C -1.948 1.638 22.518  0.42
H -0.682 0.992 9.984  0.09
N 5.902 -1.142 12.167  -0.13
C -0.523 4.298 18.436  0.67
H 4.336 -4.569 10.402  -0.09
H -3.461 -7.072 12.753  0.32
H -0.678 -7.188 7.241  0.27
C 8.220 -0.434 12.297  -1.59
H 0.823 4.936 6.218  0.29
H -3.709 -1.840 19.630  -0.26
O -0.114 2.848 9.146  -0.05
C -2.285 0.341 17.278  0.87
H -2.159 4.198 17.077  0.17
H -1.169 2.137 23.094  0.22
H 0.657 5.353 10.159  -0.01
C -6.029 0.548 15.200  -1.59
C -0.126 -8.963 9.212  -0.90
C 2.555 -4.964 12.974  0.21
H -1.282 -3.961 13.939  0.13
H 2.392 -7.000 21.130  0.43
H 5.801 -3.637 10.135  0.47
H -2.643 -8.736 10.704  0.41
H -7.535 -10.032 14.363  0.31
H -5.320 -8.971 14.602  0.39
H -0.109 2.961 11.995  -0.33
H 8.406 -1.472 12.023  0.35
H -6.622 0.001 15.933  0.61
H -5.315 -2.062 20.259  0.43
H -1.984 -2.381 13.797  0.55
H -2.245 0.618 14.358  0.21
H 2.544 -1.026 15.681  0.52
C -3.485 0.968 17.991  -0.91
C 1.084 -8.073 11.150  -0.12
H 1.450 -10.249 14.039  0.54
C 6.306 1.242 12.843  -0.76
H 2.893 -3.108 9.007  0.43
H -4.656 0.499 12.691  0.11
C 1.949 -1.855 10.455  0.44
H -3.978 -5.996 18.655  0.44
H -2.961 -3.232 17.970  0.23
H 1.570 -5.147 13.402  0.06
H 5.038 -9.366 14.852  0.29
H 1.789 4.526 8.636  0.07
H -0.940 -6.954 9.496  -0.57
O -2.230 -4.857 16.841  0.41
H -1.656 1.544 8.594  0.43
H -0.098 -8.018 20.164  -0.02
N -2.734 2.653 21.772  -0.59
C -1.477 7.883 18.480  -0.77
H -3.789 -6.851 16.758  0.17
O -1.222 -2.562 7.676  -0.52
H -4.664 -5.443 15.327  0.01
H 0.741 -8.677 8.617  0.37
H 1.177 -1.086 10.440  0.05
N -3.248 -7.422 17.392  -0.56
C -1.033 -2.900 13.917  -0.49
H 7.497 -4.555 9.145  0.49
O -1.401 6.560 18.913  -0.33
C 2.343 -9.681 14.304  -1.22
H 4.499 -4.390 13.241  -0.10
H -3.863 -3.195 22.911  0.47
H 5.862 -7.077 6.779  0.37
H -3.119 2.111 14.341  0.50


No. 2
The following is a quantum chemistry calculation of a structure of composition C64H35F5N12STi, from OMol25.

Its spin multiplicity is 2. Its net charge is -1. As for the HOMO-LUMO gap (spin up / spin down): 4.2 / 4.1 eV. As for the expectation value of S²: 0.891. As for the HOMO energy (spin up / spin down): -0.1390 / -0.1391 hartree.

Each line ends with the Mulliken charge.
Geometry (Å):
C 0.672 -0.269 5.457  -0.14
C 0.408 -6.491 0.894  -0.61
C 4.199 3.773 2.306  0.11
C 3.065 -6.039 -3.069  -0.27
C 1.277 -5.964 1.853  -0.73
H -7.635 -2.096 -3.873  0.39
H 1.467 7.080 2.658  0.44
C -6.190 -3.409 -3.093  -0.49
H 1.020 0.231 7.539  0.34
C -4.023 -0.254 -1.489  -0.76
H 2.936 -7.110 -2.844  0.35
C -3.766 4.843 1.452  -0.35
C 5.372 -3.458 -1.486  -0.66
N -2.994 -0.987 -0.896  0.83
C -3.649 1.915 -0.625  -0.58
C 0.120 0.501 -4.245  -1.13
C -0.001 1.698 -3.526  -0.87
Ti -1.523 -0.029 0.159  -1.07
C -3.922 3.320 -0.420  0.67
C 4.702 3.094 4.922  0.13
C -3.543 3.564 0.943  1.00
N 0.408 -5.069 -6.071  -0.60
C 3.934 2.443 2.688  0.03
C 0.121 -0.727 -3.574  -1.25
S 3.439 1.218 1.638  -0.21
N -4.181 1.093 -1.540  -0.50
C -0.090 -0.698 -2.197  0.09
C 0.425 -3.758 1.391  0.38
F 4.564 6.059 2.809  -0.39
C -0.260 4.282 -2.077  -1.09
H -5.418 6.243 -1.206  0.41
N -0.974 0.291 2.208  1.03
C 1.086 4.948 2.728  -1.22
C -4.365 -2.503 -1.914  0.25
C 2.194 -5.624 -4.106  0.53
N 1.057 -6.335 -4.188  -0.59
C -0.141 3.009 -1.436  0.83
C -6.707 -2.150 -3.326  -0.65
H -4.624 -4.603 -2.262  0.57
H 6.219 -4.122 -1.320  0.36
C 4.166 2.169 4.052  0.15
C -0.355 1.596 6.641  -0.75
N -2.819 1.470 0.394  0.47
C 0.229 -6.012 -5.153  -0.10
H 0.592 2.868 2.414  0.73
C 4.410 -1.287 -1.389  -0.42
C 0.476 0.490 6.612  -0.57
H -4.599 6.756 1.066  0.47
H 0.171 0.572 -5.328  0.33
H 0.046 -1.653 -1.675  0.35
C -3.193 -2.335 -1.141  -0.31
H -0.408 2.186 7.528  0.43
C 0.302 4.000 0.623  -0.21
H -6.507 0.009 -2.882  0.42
H 4.787 -5.948 -1.762  0.24
C 4.827 4.421 4.514  0.51
H 0.394 -7.574 0.690  0.39
H 1.436 4.821 3.733  0.60
N -0.907 -2.012 0.622  0.45
C -1.487 1.307 3.005  -1.04
C -0.113 -0.468 2.976  -0.67
F 5.009 2.742 6.200  -0.33
C -1.288 -3.220 -0.008  -0.67
C -0.884 1.218 4.322  0.77
H 0.567 7.417 0.475  0.38
C 2.531 -4.613 -5.033  -0.33
C -4.408 5.809 0.641  -0.75
C 1.301 -4.561 2.106  -0.06
H 0.332 -1.693 -4.029  0.68
H 1.859 -6.658 2.435  0.45
N 0.068 2.897 -0.132  0.20
C 0.011 0.135 4.286  0.35
C 4.167 -3.946 -2.105  0.88
C -4.665 4.220 -1.150  -0.54
N -2.358 -3.323 -0.786  -0.45
C -0.259 1.724 -2.150  1.46
C 0.297 5.315 0.038  1.13
C -4.888 -1.211 -2.088  0.26
C 3.159 -2.997 -2.331  -0.18
C -5.031 -3.626 -2.397  -0.45
H 1.696 -3.657 -6.861  0.40
H 6.343 -1.775 -0.576  0.43
F 5.210 5.362 5.403  -0.35
C 4.518 4.788 3.214  0.28
C -4.873 5.483 -0.649  -0.63
C -6.086 -1.017 -2.821  -0.33
F 3.877 0.927 4.559  -0.37
H 3.443 -3.981 -4.960  0.41
H -1.125 -6.084 -0.539  0.57
H 0.108 2.650 -4.076  0.22
H 1.997 -4.161 2.850  0.55
H 2.208 -3.294 -2.797  0.52
H 1.339 -1.097 5.446  0.60
C 1.585 -4.415 -6.056  -0.31
H -0.579 4.315 -3.113  0.38
C 0.670 6.396 0.839  -0.91
H 4.446 -0.242 -1.111  0.45
C 0.003 -2.366 1.566  -0.70
H -3.511 5.051 2.475  0.49
N -2.376 2.252 2.664  -0.44
F 4.001 4.172 1.017  -0.45
C 5.499 -2.132 -1.146  -0.62
C -0.442 -5.667 0.175  -0.44
C -2.907 2.376 1.447  -0.67
H -0.679 -6.567 -5.222  0.45
C 4.001 -5.362 -2.299  -0.57
C -1.060 1.981 5.495  -0.33
C -0.433 -4.286 0.430  0.58
C -0.458 0.462 -1.481  1.61
C 1.137 6.208 2.122  -0.83
H -0.058 6.376 -1.795  0.44
C -0.010 5.403 -1.337  -1.24
N 3.321 -1.708 -2.013  -0.34
H -4.939 3.959 -2.163  0.49
H -1.809 2.763 5.492  0.54
H -6.750 -4.258 -3.469  0.38
N 0.403 -1.624 2.597  -0.37
C 0.643 3.857 1.994  0.25


The following energy relative to the best compared isomer or geometry (same formula, charge and spin) values (in kJ/mol) correspond, in order, to the records above: 816.3, 0.0.
The following strongest force on any atom values (in eV/A) correspond, in order, to the records above: 5.0, 4.0.